No. 1
The following is a quantum chemistry calculation of the molecule C10H13NO2, from OMol25.

As for the structure (SMILES): COc1cccc(CNC(C)=O)c1. The value obtained for the energy relative to the best compared isomer or geometry (same formula, charge and spin) is 40.2 kJ/mol. The calculation puts the gap between HOMO and LUMO at 9.28 eV. The max |F| comes out at 0.01480 hartree/bohr. The highest occupied orbital energy comes out at -8.491 eV.

Each line ends with the Löwdin charge.
Positions of all 26 atoms, in Å:
C  1.771  0.083  2.832  -0.09
O  1.496  1.390  2.388  -0.08
C  1.044  1.521  1.119  -0.28
C  0.826  2.836  0.689  -0.01
C  0.390  3.071  -0.604  -0.08
C  0.144  2.015  -1.484  -0.06
C  0.322  0.717  -1.031  -0.21
C  0.002  -0.455  -1.936  -0.13
N  -1.173  -1.184  -1.491  0.06
C  -1.073  -2.259  -0.668  -0.53
C  -2.406  -2.886  -0.262  0.00
O  0.010  -2.698  -0.291  0.03
C  0.781  0.463  0.255  0.03
H  2.108  0.155  3.867  0.09
H  2.545  -0.407  2.218  0.10
H  0.861  -0.528  2.827  0.10
H  1.010  3.645  1.393  0.12
H  0.195  4.098  -0.915  0.11
H  -0.216  2.186  -2.483  0.10
H  -0.153  -0.097  -2.962  0.12
H  0.833  -1.173  -1.967  0.13
H  -2.087  -0.777  -1.657  0.14
H  -2.328  -3.963  -0.353  0.08
H  -3.248  -2.531  -0.854  0.07
H  -2.582  -2.667  0.797  0.09
H  0.928  -0.556  0.573  0.10

No. 2
The following is a quantum chemistry calculation of a structure of composition C44H39N6O4STc, from OMol25.

The value obtained for the energy relative to the best compared isomer or geometry (same formula, charge and spin) is 0.0 kJ/mol. As for the charge: +3. The calculation puts the gap between HOMO and LUMO (spin up / spin down) at 6.39 / 6.52 eV. The spin multiplicity is 4. The max |F| comes out at 0.01699 hartree/bohr. The highest occupied orbital energy (spin up / spin down) comes out at -14.646 / -15.637 eV.

Each line ends with the Löwdin charge.
Positions of all 95 atoms, in Å:
Tc  0.040  0.277  0.348  1.54
C  0.074  0.172  4.833  0.00
C  -0.358  0.199  3.507  -0.08
N  0.459  0.196  2.465  -0.01
C  1.796  0.196  2.729  -0.13
C  2.327  0.155  4.029  -0.12
C  1.420  0.134  5.104  0.05
C  3.747  0.171  4.204  0.02
C  4.582  0.272  3.145  0.02
C  4.069  0.363  1.813  -0.12
C  4.877  0.544  0.674  0.05
C  4.283  0.642  -0.562  0.00
C  2.895  0.539  -0.668  -0.08
N  2.112  0.376  0.388  -0.03
C  2.683  0.300  1.616  -0.14
H  -0.655  0.188  5.630  0.13
H  -1.418  0.229  3.305  0.09
H  1.787  0.102  6.121  0.14
H  4.138  0.117  5.212  0.13
H  5.655  0.299  3.283  0.13
H  5.952  0.609  0.782  0.14
H  4.873  0.804  -1.453  0.13
H  2.400  0.583  -1.631  0.12
C  -7.066  -6.270  0.664  -0.01
O  -5.951  -5.830  -0.120  -0.02
C  -6.067  -4.788  -0.910  -0.25
C  -4.900  -4.414  -1.621  0.04
C  -4.893  -3.295  -2.395  0.01
C  -6.068  -2.505  -2.512  -0.26
C  -7.255  -2.936  -1.889  0.04
C  -7.247  -4.040  -1.078  0.03
N  -6.093  -1.362  -3.244  0.16
N  -5.193  -0.643  -3.631  0.17
C  -3.993  -0.287  -3.104  -0.20
C  -2.947  -0.008  -3.993  0.04
C  -1.654  0.177  -3.553  0.03
C  -1.352  0.157  -2.187  -0.37
O  -0.154  0.292  -1.721  -0.22
C  -2.442  0.027  -1.250  -0.14
N  -2.112  0.147  0.066  0.00
C  -3.083  0.103  0.959  -0.07
C  -4.430  -0.021  0.612  0.01
C  -4.778  -0.145  -0.709  0.04
C  -3.767  -0.162  -1.685  -0.07
H  -6.707  -7.122  1.232  0.11
H  -7.896  -6.581  0.029  0.11
H  -7.392  -5.488  1.351  0.11
H  -4.020  -5.037  -1.527  0.12
H  -4.006  -3.012  -2.948  0.12
H  -8.158  -2.354  -2.022  0.14
H  -8.156  -4.332  -0.573  0.12
H  -3.161  -0.019  -5.055  0.14
H  -0.853  0.341  -4.262  0.13
H  -2.798  0.187  1.995  0.10
H  -5.185  -0.011  1.385  0.13
H  -5.820  -0.189  -0.994  0.13
C  -0.086  5.835  0.016  0.00
N  -0.050  4.508  0.636  -0.10
C  0.155  4.399  2.083  0.01
C  -0.141  3.391  -0.055  -0.42
C  -0.376  3.407  -1.531  0.05
O  -0.030  2.291  0.577  -0.17
H  0.019  6.589  0.788  0.10
H  -1.029  6.014  -0.499  0.11
H  0.737  5.960  -0.688  0.11
H  0.271  5.387  2.513  0.10
H  1.046  3.806  2.290  0.10
H  -0.699  3.905  2.547  0.10
H  -0.276  4.394  -1.968  0.09
H  -1.382  3.034  -1.732  0.11
H  0.324  2.721  -2.006  0.09
O  0.057  -1.766  0.224  -0.62
S  -0.034  -2.600  -1.081  1.12
C  -0.225  -4.272  -0.487  -0.38
C  -0.893  -5.164  -1.313  -0.09
C  -1.000  -6.491  -0.927  -0.05
C  -0.441  -6.909  0.274  -0.04
C  0.194  -5.997  1.109  -0.04
C  0.297  -4.667  0.735  -0.07
C  1.654  -2.709  -1.677  -0.37
C  2.700  -2.874  -0.781  -0.08
C  3.989  -2.993  -1.272  -0.05
C  4.225  -2.931  -2.641  -0.04
C  3.171  -2.747  -3.524  -0.04
C  1.874  -2.632  -3.044  -0.07
H  -1.318  -4.825  -2.251  0.11
H  -1.511  -7.198  -1.565  0.12
H  -0.505  -7.948  0.565  0.12
H  0.620  -6.318  2.049  0.12
H  0.756  -3.939  1.390  0.11
H  2.509  -2.915  0.283  0.11
H  4.810  -3.150  -0.584  0.12
H  5.236  -3.030  -3.014  0.12
H  3.357  -2.706  -4.588  0.12
H  1.042  -2.485  -3.721  0.12

No. 3
The following is a quantum chemistry calculation of a structure of composition C22H28N2O3PdSSe2, from OMol25.

The value obtained for the energy relative to the best compared isomer or geometry (same formula, charge and spin) is 75.5 kJ/mol. As for the charge: +2. The calculation puts the gap between HOMO and LUMO (spin up / spin down) at 7.96 / 7.25 eV. The spin multiplicity is 3. The max |F| comes out at 0.04614 hartree/bohr. The highest occupied orbital energy (spin up / spin down) comes out at -14.304 / -14.441 eV.

Each line ends with the Löwdin charge.
Positions of all 59 atoms, in Å:
Pd  0.984  -0.160  0.782  0.93
C  -0.993  -0.051  3.636  -0.03
O  -0.432  -0.818  2.523  -0.30
C  -0.273  -2.180  2.836  -0.20
C  0.053  -2.917  1.541  -0.16
O  1.349  -2.533  1.062  -0.28
C  2.375  -3.147  1.797  -0.07
H  -0.313  -0.160  4.488  0.10
H  -2.022  -0.396  3.848  0.11
H  -1.051  1.008  3.331  0.07
H  -1.142  -2.602  3.334  0.14
H  0.552  -2.255  3.547  0.12
H  -0.708  -2.582  0.801  0.11
H  -0.031  -3.984  1.710  0.14
H  2.507  -4.145  1.309  0.13
H  2.067  -3.288  2.832  0.09
H  3.226  -2.535  1.818  0.05
Se  3.916  -1.028  -0.824  0.78
Se  2.031  0.206  -1.598  0.79
C  0.547  -0.872  -2.168  -0.62
C  0.331  -1.022  -3.543  -0.08
C  -0.901  -1.507  -3.947  -0.04
C  -1.854  -1.889  -3.021  -0.01
C  -1.562  -1.633  -1.673  -0.10
N  -0.378  -1.154  -1.245  0.01
C  4.059  -0.196  0.934  -0.66
C  5.315  -0.081  1.505  -0.07
C  5.420  0.509  2.764  0.01
C  4.242  0.954  3.398  -0.02
C  3.060  0.813  2.736  -0.09
N  2.964  0.202  1.529  -0.09
H  1.082  -0.702  -4.279  0.12
H  -1.086  -1.634  -5.020  0.13
H  -2.845  -2.246  -3.313  0.13
H  -2.303  -1.853  -0.937  0.11
H  6.203  -0.381  0.951  0.12
H  6.368  0.601  3.271  0.13
H  4.297  1.407  4.383  0.13
H  2.149  1.116  3.180  0.10
C  -3.902  1.493  -4.578  -0.02
C  -3.220  1.502  -3.222  -0.24
C  -1.883  1.924  -3.178  -0.02
C  -1.247  2.070  -1.947  -0.06
C  -1.939  1.819  -0.755  -0.46
C  -3.258  1.396  -0.754  -0.07
C  -3.859  1.213  -2.002  -0.02
S  -1.243  2.151  0.772  0.98
C  -1.118  3.884  0.834  -0.21
O  0.279  1.794  0.653  -0.65
H  -3.339  0.933  -5.303  0.07
H  -3.946  2.528  -4.984  0.11
H  -4.894  1.051  -4.545  0.08
H  -1.327  2.082  -4.096  0.13
H  -0.236  2.447  -1.837  0.10
H  -3.837  1.207  0.135  0.12
H  -4.903  0.917  -2.056  0.12
H  -0.570  4.208  -0.013  0.06
H  -0.655  4.104  1.817  0.08
H  -2.106  4.411  0.778  0.11

Among the records above, which one has the highest max |F|?
C22H28N2O3PdSSe2

energy relative to the best compared isomer or geometry (same formula, charge and spin) of number 3 (C22H28N2O3PdSSe2)?
75.5 kJ/mol